Version i
Computed, not measured: a molecular structure, C5H10InO3, with ωB97M-V/def2-TZVPD.

The geometry in XYZ format:
```
19
Properties=species:S:1:pos:R:3:lowdin_charge:R:1
O -2.152 -1.652 0.742 -0.23
C -2.706 -0.711 -0.135 -0.27
C -1.665 0.246 -0.697 -0.23
O -1.102 0.976 0.443 -0.22
C 0.197 1.543 0.168 -0.19
C 1.005 0.363 -0.354 -0.27
O 1.596 -0.239 0.850 -0.31
C 2.763 -0.989 0.584 -0.07
In -0.369 -0.966 1.025 1.37
H -3.492 -0.124 0.390 0.15
H -3.192 -1.203 -1.002 0.15
H -2.132 0.979 -1.375 0.13
H 0.589 2.201 0.955 0.15
H 0.063 2.219 -0.693 0.14
H 1.813 0.698 -1.015 0.12
H 3.618 -0.310 0.453 0.12
H 2.929 -1.662 1.433 0.11
H 2.655 -1.592 -0.334 0.11
H -0.420 0.222 -1.437 0.24
```

The LUMO energy (alpha / beta) is -6.5 / -6.5 eV. As for the net charge: +1. Its HOMO energy (alpha / beta) is -0.436 / -0.436 hartree.

=====

Version ii
Computed, not measured: a molecular structure, C5H10InO3, with ωB97M-V/def2-TZVPD.

The geometry in XYZ format:
```
19
Properties=species:S:1:pos:R:3:lowdin_charge:R:1
C -0.073 -2.832 0.360 -0.28
O 1.185 -2.235 0.252 -0.24
C -1.192 -1.857 -0.033 -0.23
O -0.971 -0.627 0.631 -0.31
C -1.420 1.124 -0.042 0.01
C -0.340 2.029 -0.033 -0.16
O 0.942 1.373 -0.175 -0.33
C 2.009 2.234 -0.548 -0.02
In 0.941 -0.402 0.628 1.29
H -0.265 -3.173 1.400 0.13
H -0.161 -3.727 -0.286 0.15
H -2.182 -2.269 0.229 0.15
H -1.174 -1.696 -1.130 0.14
H -2.053 1.168 0.850 0.12
H -1.816 0.888 -1.037 0.12
H -0.278 2.662 0.866 0.11
H 2.914 1.622 -0.636 0.11
H 1.773 2.709 -1.509 0.13
H 2.160 3.011 0.214 0.12
```

The LUMO energy (alpha / beta) is -6.4 / -6.4 eV. As for the net charge: +1. Its HOMO energy (alpha / beta) is -0.450 / -0.450 hartree.

=====

How far above the most stable structure does each one sit? In kJ/mol: version i 123.6; version ii 0.0.

=====

Version i
Computed, not measured: 5 unconnected molecules or ions with the total composition C38H50F2N9O4, with ωB97M-V/def2-TZVPD.

The geometry in XYZ format:
```
103
Properties=species:S:1:pos:R:3:lowdin_charge:R:1
C 7.064 -0.563 0.023 -0.09
C 6.025 -1.278 1.110 -0.23
O 4.812 -0.421 1.217 -0.22
C 3.697 -1.193 1.762 -0.15
C 2.219 -0.531 1.680 0.07
C 0.969 -1.494 2.131 -0.03
N 1.263 -2.918 2.547 0.08
C 0.825 -3.938 1.520 -0.14
O -0.250 -4.742 1.634 0.06
F 1.658 -4.074 0.273 0.01
C 0.779 -3.239 3.943 -0.15
O 1.564 -4.029 4.715 0.07
F -0.493 -2.777 4.554 0.03
N -0.313 -0.700 2.019 -0.04
O -1.552 -1.154 2.278 -0.05
C -1.979 -1.921 1.064 -0.10
C -3.099 -1.097 0.170 -0.27
C -2.859 -1.589 -1.410 -0.11
C -4.664 -1.543 0.516 -0.35
C -4.898 -1.958 2.087 -0.10
C -5.623 -0.287 0.030 -0.10
C 0.174 0.668 1.534 0.06
C -0.861 1.937 1.272 -0.16
N -0.591 3.138 2.158 -0.02
N 1.675 0.817 1.291 0.02
C 2.483 1.981 0.795 -0.06
C 1.883 2.344 -0.724 -0.28
C 1.372 3.860 -1.081 -0.06
N 1.803 1.292 -1.642 0.09
H 7.060 -1.249 -0.933 0.07
H 6.672 0.530 -0.246 0.08
H 8.160 -0.559 0.455 0.09
H 6.576 -1.450 2.128 0.13
H 5.769 -2.352 0.683 0.13
H 3.648 -2.240 1.189 0.14
H 3.898 -1.486 2.898 0.16
H -2.378 -2.992 1.392 0.15
H -1.076 -2.136 0.329 0.14
H -2.937 0.076 0.217 0.12
H -3.851 -1.408 -2.049 0.09
H -2.696 -2.755 -1.374 0.08
H -1.946 -1.062 -1.918 0.08
H -4.885 -2.480 -0.182 0.14
H -4.312 -2.925 2.428 0.08
H -4.697 -1.074 2.850 0.10
H -6.056 -2.220 2.199 0.07
H -5.755 -0.391 -1.140 0.08
H -5.084 0.743 0.241 0.08
H -6.641 -0.335 0.606 0.08
H -0.823 2.328 0.145 0.13
H -1.990 1.608 1.478 0.13
H -0.143 3.930 1.635 0.06
H -0.064 2.885 3.026 0.09
H 3.636 1.838 0.738 0.15
H 2.285 2.921 1.501 0.13
H 0.370 4.146 -0.518 0.08
H 2.236 4.595 -0.788 0.07
H 1.153 3.916 -2.239 0.10
H 1.379 1.683 -2.536 0.06
N 7.486 0.874 -2.932 0.05
C 8.017 2.106 -3.091 -0.15
C 8.100 2.757 -4.311 -0.08
C 7.613 2.106 -5.439 -0.08
C 7.063 0.836 -5.308 -0.08
C 7.020 0.267 -4.045 -0.15
H 8.386 2.571 -2.181 0.10
H 8.534 3.748 -4.379 0.10
H 7.663 2.585 -6.413 0.11
H 6.675 0.302 -6.168 0.10
H 6.597 -0.721 -3.891 0.10
N -1.049 -3.482 -3.476 0.05
C -1.592 -3.817 -4.667 -0.14
C -0.938 -4.573 -5.627 -0.07
C 0.353 -5.011 -5.352 -0.07
C 0.940 -4.681 -4.135 -0.07
C 0.205 -3.923 -3.237 -0.15
H -2.600 -3.449 -4.836 0.10
H -1.424 -4.815 -6.565 0.10
H 0.897 -5.605 -6.080 0.11
H 1.945 -5.006 -3.891 0.10
H 0.618 -3.642 -2.273 0.09
N 2.684 5.939 1.844 0.04
C 2.262 6.814 0.905 -0.17
C 1.553 7.969 1.191 -0.07
C 1.254 8.245 2.521 -0.07
C 1.674 7.363 3.511 -0.07
C 2.381 6.235 3.126 -0.16
H 2.517 6.553 -0.118 0.08
H 1.241 8.638 0.396 0.11
H 0.699 9.141 2.784 0.11
H 1.456 7.549 4.557 0.11
H 2.733 5.517 3.862 0.10
N -8.730 -2.361 2.969 0.04
C -9.675 -1.423 3.198 -0.15
C -10.901 -1.390 2.552 -0.08
C -11.176 -2.376 1.611 -0.08
C -10.222 -3.355 1.352 -0.08
C -9.027 -3.307 2.051 -0.16
H -9.412 -0.673 3.938 0.10
H -11.623 -0.613 2.778 0.10
H -12.125 -2.382 1.084 0.11
H -10.406 -4.137 0.623 0.10
H -8.252 -4.051 1.886 0.10
```

The LUMO energy is -3.6 eV. As for the net charge: +1. Its HOMO energy is -0.409 hartree.

=====

Version ii
Computed, not measured: 5 unconnected molecules or ions with the total composition C38H50F2N9O4, with ωB97M-V/def2-TZVPD.

The geometry in XYZ format:
```
103
Properties=species:S:1:pos:R:3:lowdin_charge:R:1
C -4.425 -5.105 -0.292 -0.07
C -4.707 -3.633 -0.847 -0.23
O -3.899 -2.706 -0.089 -0.18
C -3.752 -1.488 -0.795 -0.14
C -2.685 -0.509 -0.244 0.00
C -2.393 0.672 -1.025 -0.09
N -3.068 0.883 -2.292 0.14
C -2.205 0.687 -3.433 -0.41
O -1.762 1.542 -4.120 0.21
F -1.890 -0.627 -3.732 0.11
C -3.806 2.135 -2.359 -0.40
O -4.855 2.151 -2.909 0.22
F -3.352 3.313 -1.824 0.14
N -1.415 1.435 -0.319 0.01
O -0.865 2.588 -0.729 -0.01
C 0.202 2.256 -1.706 -0.10
C 1.651 2.445 -1.100 -0.29
C 2.570 1.372 -1.864 -0.08
C 2.296 3.874 -1.447 -0.37
C 1.241 5.041 -1.530 -0.08
C 3.423 4.145 -0.354 -0.07
C -1.175 0.705 0.824 -0.06
C -0.174 1.164 1.942 -0.14
N -0.818 1.392 3.256 0.02
N -1.890 -0.482 0.915 0.06
C -1.871 -1.517 1.957 -0.03
C -0.373 -2.071 2.033 -0.36
C 0.389 -2.088 3.402 -0.03
N 0.157 -2.453 0.929 0.15
H -3.846 -5.640 -1.091 0.07
H -3.817 -5.043 0.655 0.07
H -5.393 -5.654 -0.147 0.08
H -5.808 -3.411 -0.803 0.12
H -4.425 -3.630 -1.942 0.12
H -3.477 -1.717 -1.874 0.13
H -4.737 -0.927 -0.863 0.16
H 0.054 2.874 -2.637 0.14
H 0.141 1.181 -2.044 0.13
H 1.688 2.213 0.003 0.11
H 3.655 1.688 -1.814 0.08
H 2.278 1.412 -2.950 0.08
H 2.450 0.332 -1.466 0.08
H 2.796 3.738 -2.453 0.14
H 0.497 4.932 -2.368 0.08
H 0.700 5.233 -0.557 0.09
H 1.820 5.991 -1.749 0.06
H 4.338 3.566 -0.665 0.08
H 3.094 3.750 0.649 0.08
H 3.619 5.246 -0.287 0.08
H 0.653 0.409 2.103 0.12
H 0.327 2.134 1.645 0.12
H -0.610 0.653 3.928 0.05
H -1.819 1.571 3.178 0.08
H -2.579 -2.367 1.812 0.14
H -2.116 -1.042 2.956 0.12
H 0.655 -1.052 3.760 0.07
H -0.274 -2.602 4.145 0.07
H 1.350 -2.655 3.269 0.09
H 1.125 -2.755 1.135 0.07
N -2.204 -7.386 0.631 0.05
C -2.204 -7.967 1.837 -0.15
C -1.221 -8.842 2.273 -0.07
C -0.179 -9.138 1.410 -0.08
C -0.156 -8.552 0.154 -0.07
C -1.185 -7.687 -0.183 -0.15
H -3.042 -7.706 2.476 0.10
H -1.272 -9.280 3.261 0.10
H 0.608 -9.819 1.712 0.11
H 0.641 -8.760 -0.547 0.10
H -1.210 -7.202 -1.153 0.10
N 2.674 -1.077 -4.129 0.05
C 3.857 -1.364 -4.685 -0.15
C 4.047 -2.373 -5.616 -0.07
C 2.951 -3.133 -5.993 -0.07
C 1.715 -2.857 -5.430 -0.07
C 1.631 -1.824 -4.510 -0.15
H 4.685 -0.745 -4.357 0.10
H 5.028 -2.559 -6.035 0.10
H 3.059 -3.931 -6.717 0.11
H 0.837 -3.429 -5.699 0.10
H 0.684 -1.568 -4.045 0.09
N -2.366 -1.400 5.943 0.04
C -1.294 -1.787 6.646 -0.17
C -0.894 -1.196 7.833 -0.06
C -1.645 -0.138 8.323 -0.07
C -2.759 0.283 7.613 -0.06
C -3.076 -0.378 6.437 -0.16
H -0.738 -2.615 6.221 0.09
H -0.019 -1.552 8.359 0.11
H -1.365 0.352 9.247 0.11
H -3.369 1.105 7.965 0.11
H -3.940 -0.087 5.849 0.10
N 2.957 8.593 -1.734 0.05
C 3.526 9.332 -0.774 -0.15
C 4.800 9.869 -0.865 -0.07
C 5.532 9.626 -2.016 -0.08
C 4.967 8.862 -3.025 -0.07
C 3.684 8.374 -2.836 -0.16
H 2.915 9.493 0.109 0.10
H 5.208 10.462 -0.057 0.10
H 6.533 10.028 -2.126 0.11
H 5.509 8.651 -3.937 0.10
H 3.198 7.774 -3.599 0.10
```

The LUMO energy is -2.6 eV. As for the net charge: +1. Its HOMO energy is -0.409 hartree.

=====

How far above the most stable structure does each one sit? In kJ/mol: version i 1204.0; version ii 0.0.